Entry 1:
Here is a cluster of 2 separate species, C2H5NO3S in total from the Open Molecules 2025 dataset. Energies are from wB97M-V/def2-TZVPD.

Last column: Löwdin charge in e.
Geometry (Å):
C 0.3570 0.2989 -0.0128  -0.268
C 2.7376 0.7680 0.1813  -0.011
N -2.6795 -1.2950 -0.1479  -0.304
O 0.2466 -0.7946 0.5264  0.032
O -3.2019 0.9383 -1.1397  -0.589
O 1.3607 1.0823 -0.1123  -0.059
S -3.0581 0.2155 0.1622  0.786
H 3.2874 0.9750 -0.7054  0.076
H 2.8065 -0.2567 0.4522  0.078
H 3.0671 1.5848 0.9412  0.135
H -2.3051 -1.7268 -0.9387  0.042
H -2.6182 -1.7898 0.7935  0.085

* M: 123.13 g mol⁻¹
* lowest unoccupied orbital energy (alpha / beta): 0.0100 / -0.0230 Eh
* HOMO (alpha / beta): -9.052 / -7.246 eV
* charge: 0
* energy above the lowest of the compared OMol25 structures with the same formula, charge and spin: 104.5 kcal/mol
* strongest force on any atom: 4.40 eV Å⁻¹


Entry 2:
Here is an isolated molecule of C8H15N3OS from the Open Molecules 2025 dataset. Energies are from wB97M-V/def2-TZVPD.

Last column: Löwdin charge in e.
Geometry (Å):
C 2.7264 -0.6154 -1.1009  -0.101
C 2.1881 -0.5984 -2.3494  -0.298
C 0.7702 -0.5628 -2.1684  -0.255
C -0.2972 -0.5301 -3.2245  -0.048
C -1.6750 -0.8677 3.2715  -0.112
C -0.2584 1.9591 0.9584  -0.099
C -1.5146 0.4407 2.5135  -0.290
C -0.3510 0.4344 1.3958  -0.479
N 1.7454 -0.5304 -0.1802  0.016
N 0.6404 -0.4326 -0.8584  -0.300
N 2.9947 -0.8248 -3.4648  0.075
O -1.8118 0.3573 -0.8089  -0.459
S -0.9350 -0.5051 -0.0139  1.017
H 3.7659 -0.8296 -0.8624  0.114
H -1.2330 -1.0664 -2.9445  0.072
H -0.6558 0.4474 -3.5934  0.080
H 0.1004 -1.0103 -4.2061  0.101
H -2.2869 -1.6410 2.7787  0.062
H -0.5150 -1.1926 3.1546  0.114
H -1.9655 -0.7139 4.3838  0.096
H 0.0495 1.9530 -0.1298  0.078
H 0.4346 2.6558 1.4246  0.075
H -1.2603 2.3986 0.9872  0.071
H -1.1310 1.2013 3.1159  0.084
H -2.3901 0.7999 2.0530  0.083
H 0.6720 0.0604 1.7239  0.116
H 3.9793 -1.0605 -3.3411  0.091
H 2.5605 -0.6755 -4.3920  0.095

* M: 201.30 g mol⁻¹
* lowest unoccupied orbital energy: 0.0304 Eh
* HOMO: -7.655 eV
* charge: 0
* energy above the lowest of the compared OMol25 structures with the same formula, charge and spin: 44.7 kcal/mol
* strongest force on any atom: 3.57 eV Å⁻¹


Entry 3:
Here is an isolated molecule of C4H12N2O from the Open Molecules 2025 dataset. Energies are from wB97M-V/def2-TZVPD.

Last column: Löwdin charge in e.
Geometry (Å):
N -1.6625 1.7052 -1.7710  0.003
C -0.7552 2.1221 -0.6813  -0.270
C 0.6325 1.3920 -0.8503  -0.228
N 0.6166 -0.0415 -0.5537  -0.098
C 0.1086 -0.5705 0.7490  -0.228
C 0.8401 -1.8851 0.9524  -0.265
O 0.3915 -2.6081 2.1153  -0.080
H -1.6487 2.3789 -2.5314  0.067
H -2.5358 1.6684 -1.2668  0.056
H -0.4740 3.1659 -0.5070  0.101
H -1.0370 1.6312 0.2473  0.081
H 1.3337 1.8239 -0.1660  0.095
H 0.8677 1.3288 -1.9258  0.113
H 0.2077 -0.5919 -1.2918  0.095
H -1.0368 -0.5761 0.7231  0.129
H 0.3160 0.0380 1.6356  0.116
H 1.8930 -1.6089 1.0268  0.112
H 0.6593 -2.5203 0.0391  0.127
H 0.5321 -3.5346 1.9068  0.073

* M: 104.15 g mol⁻¹
* lowest unoccupied orbital energy: 0.0369 Eh
* HOMO: -8.359 eV
* charge: 0
* energy above the lowest of the compared OMol25 structures with the same formula, charge and spin: 53.1 kcal/mol
* strongest force on any atom: 3.14 eV Å⁻¹


Entry 4:
Here is a structure of composition C18H26BF4N3NbO3S4 from the Open Molecules 2025 dataset. Energies are from wB97M-V/def2-TZVPD.

Last column: Löwdin charge in e.
Geometry (Å):
Nb 0.5296 0.4734 0.1099  1.404
C -0.9975 -1.4224 3.2087  -0.426
C -0.0391 -2.4982 2.8315  -0.412
S 1.2670 -1.7124 1.7744  0.845
C 2.3442 -1.0523 3.0992  -0.489
C 3.3263 -0.0577 2.5469  -0.453
S 2.5188 1.3120 1.6120  0.833
C 2.0508 2.3743 3.0533  -0.480
C 1.1831 3.5059 2.6535  -0.484
S -0.1629 2.9068 1.5943  0.848
C -1.4664 2.7121 2.8154  -0.463
C -1.9361 1.2695 2.8933  -0.473
S -0.6815 0.1490 2.2800  0.738
H -0.9941 -1.1947 4.2712  0.093
H -2.0852 -1.6544 3.0323  0.115
H -0.3831 -3.3166 2.1037  0.120
H 0.4517 -2.9587 3.6947  0.101
H 2.8033 -1.8794 3.5970  0.084
H 1.7405 -0.5993 3.9722  0.119
H 3.9877 -0.4341 1.7558  0.085
H 3.8978 0.5287 3.3326  0.120
H 3.0063 2.6962 3.4301  0.089
H 1.4124 1.8303 3.8304  0.114
H 1.7088 4.1021 1.8705  0.096
H 0.7516 4.1100 3.4942  0.122
H -2.2696 3.4562 2.3743  0.134
H -1.0930 3.1422 3.8153  0.118
H -2.9168 1.0735 2.4083  0.106
H -2.2497 0.9699 3.8854  0.090
O 1.3470 -0.8060 -1.0581  -0.381
N 2.0047 -0.7809 -2.2395  -0.097
C 3.0326 -1.6577 -2.4028  0.027
C 3.6353 -1.7787 -3.6364  -0.005
C 3.2435 -0.9305 -4.6535  -0.023
C 2.3098 0.0579 -4.4768  0.009
C 1.6853 0.1620 -3.2178  0.062
H 3.3895 -2.2435 -1.5474  0.155
H 4.5249 -2.4125 -3.7772  0.143
H 3.7249 -1.0500 -5.6067  0.130
H 2.0108 0.7521 -5.2358  0.129
H 0.8265 0.7163 -2.9296  0.107
C -3.4236 -2.4883 -1.2101  0.016
N -3.1013 -1.0339 -1.2589  -0.045
C -3.8997 -0.1487 -2.0016  -0.025
C -3.7214 1.1836 -1.9181  0.050
C -2.5401 1.6919 -1.1311  -0.461
O -2.3406 2.8562 -0.9041  0.057
N -1.6239 0.7117 -0.6440  0.024
C -1.9241 -0.6030 -0.7298  -0.534
O -0.9997 -1.3843 -0.3114  -0.143
H -3.4296 -2.9650 -2.1812  0.093
H -4.3809 -2.5619 -0.6644  0.105
H -2.6101 -2.9818 -0.5796  0.108
H -4.7174 -0.6414 -2.4872  0.133
H -4.3694 2.0037 -2.1542  0.120
F -2.3727 -1.4930 -5.7572  0.288
B -1.3338 -0.7803 -5.3749  -0.792
F 0.9693 1.7978 -1.1811  -0.466
F -1.4599 -0.2386 -4.1386  0.218
F -0.1607 -0.7855 -5.9309  0.304

* M: 640.40 g mol⁻¹
* multiplicity: 2
* lowest unoccupied orbital energy (alpha / beta): -0.2330 / -0.2291 Eh
* HOMO (alpha / beta): -13.057 / -13.802 eV
* charge: +2
* energy above the lowest of the compared OMol25 structures with the same formula, charge and spin: 46.6 kcal/mol
* strongest force on any atom: 4.07 eV Å⁻¹


Entry 5:
Here is an isolated molecule of C6H10O2 from the Open Molecules 2025 dataset. Energies are from wB97M-V/def2-TZVPD.

Last column: Löwdin charge in e.
Geometry (Å):
C 0.0214 2.4927 0.4392  -0.009
C -0.1190 1.1477 -0.2055  -0.421
O -0.5768 1.0378 -1.3938  -0.038
C 0.2988 -0.0890 0.3359  -0.200
C 1.1868 -0.3465 1.5119  -0.047
C -0.0311 -1.0338 -0.6667  -0.263
C -1.4232 -1.4465 -1.0525  -0.017
O 0.9328 -1.9083 -1.0246  0.109
H 0.2257 2.4209 1.5080  0.069
H -0.9137 3.0452 0.3105  0.088
H 0.8155 3.0599 -0.0525  0.090
H 0.6466 -0.8888 2.2968  0.078
H 2.0699 -0.9406 1.2552  0.078
H 1.5521 0.5847 1.9487  0.069
H -1.5347 -1.5220 -2.1364  0.093
H -2.1606 -0.7372 -0.6824  0.094
H -1.6248 -2.4320 -0.6139  0.099
H 0.6341 -2.4441 -1.7778  0.128

* M: 114.14 g mol⁻¹
* lowest unoccupied orbital energy: 0.0202 Eh
* HOMO: -7.684 eV
* charge: 0
* energy above the lowest of the compared OMol25 structures with the same formula, charge and spin: 44.0 kcal/mol
* strongest force on any atom: 1.79 eV Å⁻¹